ORCA calculation (wB97M-V/def2-TZVPD) on a 2-piece molecular cluster, C7H14N overall.

Properties
DFT total energy = -329.30702 hartree
relative energy (zero: lowest compared OMol25 entry of this formula, charge and spin) = 50.6 kcal/mol
spin multiplicity = 3
frontier orbital gap (spin up / spin down) = 8.258 / 5.685 eV
charge = +1
E_HOMO (spin up / spin down) = -10.948 / -14.865 eV

Last column: Löwdin spin population.
Cartesian coordinates (Å):
C: -2.926 1.191 0.892  0.00
C: -3.297 0.860 -0.187  0.00
C: 1.165 1.276 1.596  0.07
C: 2.088 -0.674 -0.657  0.11
C: 0.512 1.187 0.268  0.10
C: -0.537 -2.102 -1.249  0.10
C: 0.701 -0.251 -0.307  0.68
N: -0.408 -0.859 -0.451  0.76
H: -2.379 1.495 1.706  0.00
H: 2.234 1.469 1.681  0.00
H: 0.798 2.124 2.111  0.02
H: 1.023 0.531 2.383  0.00
H: 2.746 -0.657 0.151  0.03
H: 2.580 -0.048 -1.404  0.03
H: 2.075 -1.711 -1.103  0.00
H: -0.525 1.477 0.494  0.00
H: 1.216 1.803 -0.462  0.02
H: -3.817 0.587 -1.041  0.00
H: 0.217 -2.750 -1.005  0.01
H: -1.454 -2.577 -0.897  0.02
H: -0.672 -2.008 -2.299  0.04
H: -1.341 -0.362 -0.220  0.01

=====

ORCA calculation (wB97M-V/def2-TZVPD) on a 21-piece molecular cluster, C32H36Cl60O3S overall.

Properties
DFT total energy = -29475.93640 hartree
frontier orbital gap = 7.046 eV
charge = 0
E_HOMO = -8.870 eV

Last column: Mulliken charge in e.
Cartesian coordinates (Å):
C: 0.503 3.622 -0.250  -0.57
C: 0.138 2.403 -1.289  -0.17
S: 1.455 2.378 -2.629  0.00
C: 3.093 1.907 -1.853  -0.58
C: 3.424 0.274 -1.916  0.54
C: 2.704 -0.628 -2.862  -0.67
C: 3.164 -2.217 -2.860  0.17
O: 2.914 -2.959 -3.948  -0.56
C: 3.962 -2.803 -1.529  0.11
C: 3.918 -4.452 -1.342  0.18
C: 4.688 -1.876 -0.571  0.44
C: 5.410 -2.598 0.710  0.22
C: 6.391 -1.630 1.598  0.00
O: 5.607 -1.026 2.696  -0.55
C: 4.632 -0.271 -0.896  0.34
O: 5.481 0.665 -0.464  -0.55
H: 1.549 3.416 0.252  0.08
H: -0.367 3.777 0.541  0.20
H: 0.599 4.623 -0.867  0.20
H: -0.881 2.713 -1.824  0.10
H: 0.042 1.363 -0.757  0.31
H: 3.938 2.420 -2.522  0.31
H: 3.241 2.361 -0.772  0.18
H: 1.877 -0.303 -3.623  0.29
H: 4.853 -4.892 -0.793  -0.29
H: 3.952 -4.891 -2.452  -0.24
H: 2.892 -4.840 -0.892  0.15
H: 6.107 -3.463 0.273  0.07
H: 4.654 -3.164 1.438  -0.21
H: 7.182 -2.353 2.124  0.03
H: 7.028 -0.863 0.977  0.07
H: 5.908 -0.075 2.801  0.32
C: 2.745 -6.690 -4.554  0.27
Cl: 1.990 -7.421 -5.981  -0.15
Cl: 1.610 -6.663 -3.194  -0.13
Cl: 4.222 -7.565 -4.115  -0.13
H: 3.016 -5.659 -4.798  0.15
C: 3.052 -5.756 1.994  0.11
Cl: 2.272 -4.245 1.497  -0.14
Cl: 4.635 -5.429 2.719  -0.02
Cl: 2.020 -6.645 3.128  -0.14
H: 3.201 -6.375 1.106  0.20
C: -1.481 4.729 -4.223  0.18
Cl: -1.654 2.966 -4.217  -0.16
Cl: 0.107 5.197 -4.855  -0.12
Cl: -2.774 5.478 -5.175  -0.15
H: -1.561 5.087 -3.193  0.22
C: 1.023 5.035 3.314  0.30
Cl: 0.850 3.271 3.319  -0.12
Cl: 2.611 5.502 2.682  -0.11
Cl: -0.270 5.783 2.361  -0.08
H: 0.943 5.392 4.343  -0.02
C: -5.817 1.723 -4.111  0.90
Cl: -6.217 0.459 -5.286  -0.15
Cl: -5.187 1.007 -2.618  -0.13
Cl: -4.645 2.862 -4.797  -0.05
H: -6.731 2.272 -3.871  -0.61
C: 8.487 2.011 0.661  0.75
Cl: 10.017 1.372 0.036  -0.14
Cl: 8.432 1.876 2.427  -0.15
Cl: 8.265 3.696 0.159  -0.14
H: 7.669 1.417 0.245  -0.29
C: 8.376 -6.035 4.815  -0.06
Cl: 7.550 -4.928 3.705  -0.02
Cl: 9.599 -5.169 5.761  -0.13
Cl: 7.209 -6.829 5.885  -0.11
H: 8.879 -6.804 4.224  0.33
C: 0.246 8.813 5.429  -0.02
Cl: 0.228 7.236 6.238  -0.11
Cl: 1.108 8.710 3.884  -0.12
Cl: -1.406 9.403 5.181  -0.11
H: 0.773 9.523 6.071  0.37
C: -8.166 3.614 -1.101  0.00
Cl: -8.566 2.350 -2.276  -0.07
Cl: -7.536 2.898 0.393  -0.12
Cl: -6.994 4.753 -1.787  -0.07
H: -9.080 4.163 -0.861  0.31
C: -0.569 -5.521 5.941  0.68
Cl: 0.208 -4.323 6.990  -0.13
Cl: -0.981 -6.979 6.860  -0.10
Cl: -2.016 -4.836 5.180  -0.13
H: 0.136 -5.798 5.153  -0.30
C: -9.633 5.063 -4.924  0.89
Cl: -7.959 4.549 -4.649  -0.04
Cl: -10.395 5.540 -3.397  -0.13
Cl: -9.691 6.395 -6.091  -0.13
H: -10.189 4.218 -5.337  -0.56
C: -2.387 -9.809 4.408  0.00
Cl: -2.787 -11.073 3.233  -0.13
Cl: -1.757 -10.525 5.902  -0.12
Cl: -1.215 -8.670 3.722  -0.05
H: -3.301 -9.260 4.648  0.30
C: 7.694 -6.154 -1.928  -0.10
Cl: 6.868 -5.048 -3.038  -0.07
Cl: 8.917 -5.288 -0.981  -0.11
Cl: 6.527 -6.948 -0.857  -0.09
H: 8.197 -6.923 -2.519  0.39
C: -2.542 4.945 7.412  0.05
Cl: -3.950 5.868 6.861  -0.11
Cl: -3.054 3.504 8.308  -0.13
Cl: -1.519 4.492 6.038  -0.04
H: -1.957 5.578 8.083  0.25
C: 3.615 -9.052 -8.856  0.49
Cl: 3.442 -10.816 -8.850  -0.12
Cl: 5.203 -8.585 -9.488  -0.13
Cl: 2.322 -8.304 -9.808  -0.12
H: 3.535 -8.695 -7.826  -0.11
C: 0.038 11.827 2.146  0.49
Cl: 0.940 11.816 0.621  -0.13
Cl: 0.997 12.582 3.430  -0.13
Cl: -1.509 12.669 1.948  -0.12
H: -0.167 10.792 2.432  -0.13
C: -4.548 10.325 0.704  -0.03
Cl: -5.519 11.369 1.757  -0.13
Cl: -3.100 9.758 1.555  -0.03
Cl: -5.510 8.952 0.131  -0.10
H: -4.231 10.909 -0.163  0.30
C: -12.428 1.977 -7.056  0.00
Cl: -13.208 3.488 -7.554  -0.12
Cl: -10.845 2.303 -6.331  -0.12
Cl: -13.460 1.088 -5.923  -0.10
H: -12.279 1.357 -7.945  0.31
C: -15.796 -1.805 -5.068  0.36
Cl: -16.552 -2.536 -6.494  -0.12
Cl: -16.932 -1.778 -3.707  -0.12
Cl: -14.320 -2.680 -4.628  -0.12
H: -15.526 -0.774 -5.311  0.00
C: 6.092 -6.466 9.557  0.28
Cl: 6.870 -5.268 10.606  -0.13
Cl: 5.681 -7.924 10.476  -0.12
Cl: 4.646 -5.781 8.796  -0.10
H: 6.798 -6.743 8.769  0.06

=====

ORCA calculation (wB97M-V/def2-TZVPD) on a 3-piece molecular cluster, C19H31BIN3O8 overall.

Properties
DFT total energy = -1831.34579 hartree
frontier orbital gap = 9.638 eV
charge = 0
E_HOMO = -9.351 eV

Last column: Mulliken charge in e.
Cartesian coordinates (Å):
C: 3.174 -2.598 -0.532  -0.96
C: 2.424 -2.774 -1.909  -0.52
C: 1.415 -3.961 -1.939  -0.57
C: 0.495 -4.014 -0.691  -0.45
O: -0.743 -4.655 -1.008  -0.43
C: -1.753 -4.422 -0.037  -0.05
C: -2.399 -5.725 0.397  -0.20
N: -2.708 -6.746 0.747  -0.50
C: -2.814 -3.450 -0.749  1.67
C: -4.198 -3.879 -0.269  -0.42
N: -5.152 -4.236 0.197  -0.50
B: -2.648 -3.741 -2.328  0.82
N: -3.117 -5.057 -2.787  -0.49
O: -2.063 -2.867 -3.258  -0.57
C: -2.457 -1.987 -0.286  -1.23
I: -3.289 -1.742 1.747  0.09
C: -3.090 -0.844 -1.152  -0.19
C: -1.924 -0.063 -1.840  -1.00
H: 4.271 -2.610 -0.704  0.35
H: 2.918 -3.367 0.217  0.29
H: 2.958 -1.569 -0.175  0.19
H: 3.210 -2.931 -2.678  0.40
H: 1.918 -1.831 -2.208  0.26
H: 0.780 -3.829 -2.843  0.19
H: 1.961 -4.921 -2.055  0.33
H: 0.397 -2.986 -0.281  0.34
H: 0.999 -4.622 0.096  0.33
H: -1.334 -3.848 0.810  0.58
H: -2.653 -5.332 -3.649  0.18
H: -4.131 -5.092 -2.865  0.22
H: -2.769 -2.679 -3.899  0.24
H: -1.381 -1.797 -0.161  0.19
H: -3.566 -0.120 -0.461  0.45
H: -3.889 -1.174 -1.843  0.23
H: -2.257 0.704 -2.560  0.44
H: -1.404 0.498 -1.016  0.17
H: -1.145 -0.736 -2.255  0.20
C: -1.840 4.627 2.830  -1.47
C: -1.916 3.483 1.848  0.58
C: -0.579 2.878 1.517  -0.30
O: -0.809 2.351 0.197  -0.41
C: -1.765 3.136 -0.366  0.62
O: -2.046 3.127 -1.523  -0.56
O: -2.358 3.935 0.559  -0.39
H: -2.824 5.083 2.962  0.39
H: -1.479 4.286 3.801  0.36
H: -1.177 5.413 2.463  0.31
H: -2.625 2.727 2.201  0.24
H: -0.290 2.089 2.207  0.36
H: 0.214 3.605 1.458  0.25
C: 4.900 6.011 0.721  -1.44
C: 4.278 5.452 1.978  0.52
C: 4.900 4.166 2.448  -0.54
O: 3.818 3.551 3.153  -0.32
C: 2.674 3.999 2.576  0.60
O: 1.593 3.531 2.765  -0.52
O: 2.921 5.049 1.751  -0.30
H: 4.350 6.890 0.381  0.36
H: 5.940 6.292 0.890  0.38
H: 4.859 5.282 -0.091  0.35
H: 4.277 6.210 2.768  0.26
H: 5.754 4.323 3.104  0.31
H: 5.196 3.505 1.628  0.31

=====

ORCA calculation (wB97M-V/def2-TZVPD) on a 2-piece molecular cluster, C11H17N3P overall.

Properties
DFT total energy = -934.55340 hartree
relative energy (zero: lowest compared OMol25 entry of this formula, charge and spin) = 63.1 kcal/mol
frontier orbital gap = 8.326 eV
charge = +1
E_HOMO = -12.121 eV

Last column: Mulliken charge in e.
Cartesian coordinates (Å):
C: 4.520 -0.164 -0.092  -0.55
C: 3.669 -1.176 0.123  -0.41
C: 3.969 1.137 -0.267  -0.53
C: 2.293 -1.014 0.228  -0.25
C: 2.597 1.370 -0.240  -0.65
C: 1.754 0.231 -0.008  0.76
C: 0.394 0.455 -0.127  0.64
C: -3.230 -1.302 -1.754  -0.99
C: -0.816 -0.722 2.602  -1.07
C: -2.096 2.567 0.069  -0.79
C: -2.068 -2.160 -1.034  -0.33
N: -0.331 1.328 -0.521  0.28
N: -1.097 -0.973 1.197  0.05
N: -1.262 2.093 -0.969  -0.72
P: -2.135 -2.133 0.810  -0.05
H: 5.562 -0.359 -0.177  0.45
H: 4.061 -2.225 0.341  0.29
H: 4.730 1.837 -0.342  0.44
H: 1.618 -1.883 0.296  0.35
H: 2.251 2.435 -0.245  0.29
H: -3.560 -1.618 -2.690  0.39
H: -3.943 -1.166 -0.951  0.32
H: -3.035 -0.219 -1.849  0.19
H: -1.655 -1.135 3.226  0.39
H: -0.043 -1.436 3.023  0.31
H: -0.707 0.311 2.860  0.32
H: -2.893 1.806 0.362  0.24
H: -1.615 2.985 0.967  0.31
H: -2.647 3.448 -0.419  0.36
H: -1.047 -1.883 -1.324  0.23
H: -2.273 -3.238 -1.364  0.37
H: -0.964 2.803 -1.731  0.35

=====

ORCA calculation (wB97M-V/def2-TZVPD) on a 3-piece molecular cluster, C4H8O3 overall.

Properties
DFT total energy = -382.85646 hartree
relative energy (zero: lowest compared OMol25 entry of this formula, charge and spin) = 68.0 kcal/mol
frontier orbital gap = 9.309 eV
charge = 0
E_HOMO = -8.450 eV

Last column: Mulliken charge in e.
Cartesian coordinates (Å):
C: 0.122 0.209 -1.529  -1.14
C: -0.195 -0.677 -0.370  0.86
O: -1.523 -1.012 -0.324  -0.46
C: 0.664 -1.114 0.557  -0.53
O: 2.025 -0.974 0.423  -0.47
C: 0.742 1.738 1.562  0.19
O: 1.833 1.491 1.772  -0.22
H: -0.520 1.097 -1.478  0.30
H: 1.168 0.518 -1.508  0.29
H: -0.087 -0.291 -2.480  0.34
H: -2.639 1.085 0.121  -0.21
H: -1.642 -1.694 0.350  0.27
H: 0.303 -1.661 1.433  0.23
H: 2.375 -0.533 1.209  0.34
H: -2.630 1.816 0.263  0.20